Record 1
{"formula": "C26H55N3O3", "method": "ωB97M-V/def2-TZVPD", "spin_multiplicity": 2, "s2": 0.755, "homo_lumo_gap_ev": [4.274, 5.025], "max_force_ev_per_a": 8.4, "charge": 1, "lumo_ev": [-5.554, -5.551], "species": ["O", "H", "C", "C", "C", "C", "C", "C", "N", "O", "C", "C", "C", "H", "H", "H", "H", "H", "H", "H", "H", "H", "H", "H", "H", "H", "H", "H", "H", "H", "H", "C", "C", "C", "C", "C", "C", "N", "O", "C", "C", "C", "H", "H", "H", "H", "H", "H", "H", "H", "H", "H", "H", "H", "H", "H", "H", "H", "H", "H", "C", "C", "C", "N", "C", "C", "C", "C", "C", "H", "H", "H", "H", "H", "H", "H", "H", "H", "H", "H", "H", "H", "H", "H", "H", "H", "H"], "coordinates": [[0.535, 0.081, 0.200], [0.034, 0.890, -0.019], [2.313, 0.549, -2.757], [3.581, -0.331, -2.861], [4.460, -0.390, -1.598], [3.845, -1.139, -0.396], [3.566, -2.586, -0.759], [2.684, -2.797, -2.027], [3.160, -1.889, -3.109], [2.560, -2.228, -4.339], [1.229, -2.458, -1.775], [2.991, -4.339, -2.281], [4.561, 0.214, -3.902], [2.549, 1.608, -2.654], [1.709, 0.272, -1.893], [1.859, 0.498, -3.747], [4.728, 0.615, -1.272], [5.419, -0.893, -1.722], [2.905, -0.712, -0.045], [4.514, -1.050, 0.460], [3.168, -3.112, 0.109], [4.526, -3.060, -0.960], [0.599, -3.266, -2.145], [0.735, -1.598, -2.228], [1.039, -2.446, -0.702], [2.950, -4.938, -1.371], [3.987, -4.466, -2.706], [2.446, -4.971, -2.981], [5.116, -0.631, -4.310], [5.247, 0.977, -3.534], [3.995, 0.790, -4.634], [1.402, 3.431, 4.040], [1.091, 2.195, 3.102], [-0.055, 1.327, 3.716], [-1.418, 2.009, 3.637], [-1.714, 2.324, 2.136], [-0.690, 3.244, 1.387], [0.688, 2.749, 1.745], [1.801, 3.097, 0.931], [-0.992, 4.689, 1.871], [-0.805, 3.183, -0.142], [2.282, 1.153, 2.984], [0.871, 4.355, 3.812], [2.438, 3.689, 3.817], [1.388, 3.238, 5.113], [0.217, 0.927, 4.692], [-0.171, 0.359, 3.229], [-1.328, 2.899, 4.259], [-2.234, 1.402, 4.030], [-2.627, 2.916, 2.087], [-1.830, 1.386, 1.593], [-1.944, 5.029, 1.462], [-0.258, 5.365, 1.433], [-0.985, 4.902, 2.940], [-0.757, 2.164, -0.527], [-0.181, 3.923, -0.643], [-1.785, 3.440, -0.543], [2.314, 0.576, 2.060], [2.398, 0.475, 3.831], [3.091, 1.883, 2.982], [-3.514, -1.231, 3.098], [-4.022, -1.001, 1.648], [-3.099, -1.791, 0.747], [-3.639, -1.625, -0.703], [-4.733, -2.664, -1.039], [-2.514, -2.073, -1.621], [-2.217, -0.940, -2.613], [-3.465, -0.062, -2.628], [-3.810, -0.213, -1.171], [-3.533, -2.269, 3.432], [-3.732, -0.478, 3.855], [-2.451, -1.078, 3.285], [-4.151, 0.070, 1.492], [-5.047, -1.338, 1.498], [-3.084, -2.846, 1.020], [-2.114, -1.330, 0.823], [-4.372, -3.691, -0.987], [-4.905, -2.449, -2.093], [-5.535, -2.542, -0.310], [-2.859, -2.975, -2.126], [-1.764, -2.511, -0.963], [-2.014, -1.257, -3.636], [-1.307, -0.412, -2.327], [-4.307, -0.382, -3.241], [-3.222, 0.970, -2.883], [-4.780, 0.240, -0.966], [-3.029, 0.355, -0.666]], "forces_ev_per_angstrom": [[-0.8, 1.1, 0.5], [0.7, -0.8, 0.0], [0.9, -0.4, -0.2], [0.7, -1.2, 1.1], [-0.9, -0.4, 1.8], [-0.7, 0.4, -0.3], [0.7, 0.6, -0.1], [1.2, -0.3, 0.6], [-1.2, 0.0, -4.3], [2.2, 1.7, 4.2], [-1.6, -1.3, 0.6], [0.0, 0.1, -1.1], [-1.0, -0.2, -0.9], [0.5, 0.0, 0.2], [-0.3, -0.1, -0.3], [-0.6, -0.4, 0.2], [-0.2, 0.2, -0.2], [0.0, 0.0, -0.8], [-0.2, 0.4, -0.2], [0.2, -0.3, 0.0], [-0.4, -0.1, -0.2], [0.1, -0.1, -0.1], [0.0, -0.4, -0.2], [0.9, 0.3, 0.1], [-0.1, 0.4, 0.1], [0.1, 0.5, 0.4], [0.3, 0.4, 0.4], [-0.9, 0.8, -0.3], [0.0, 0.3, -0.4], [0.0, -0.4, 0.7], [0.1, -0.6, -0.7], [1.1, 0.0, -1.1], [-1.2, -2.3, 1.1], [-1.0, -0.4, -0.7], [0.9, 0.4, -0.6], [0.2, 0.5, 0.4], [-0.7, -0.6, 0.5], [6.7, 1.5, -3.4], [-6.8, -1.9, 4.6], [1.2, 0.7, -0.5], [-0.9, 0.1, -0.3], [0.5, 2.5, -0.5], [-0.4, -0.4, 0.1], [0.2, 0.1, 0.0], [-0.4, -0.5, -0.2], [0.2, 1.0, 0.4], [0.4, 0.1, -1.0], [-0.5, 0.3, -0.2], [0.1, 0.0, 0.0], [-0.3, -0.3, -0.1], [0.0, -0.1, 0.0], [-0.1, -0.4, 0.0], [0.2, 0.0, 0.0], [-0.1, -0.6, 0.0], [0.8, 0.2, 0.0], [0.5, -0.6, 0.1], [-0.5, 0.4, 0.9], [-0.6, 0.2, -0.1], [-0.4, 0.4, 0.2], [0.9, -0.8, -0.1], [1.0, 0.2, 0.4], [-0.1, -0.4, 1.9], [-1.4, 2.1, -0.7], [1.5, -2.2, -0.6], [0.2, 1.5, 0.5], [0.5, -1.3, -0.7], [0.7, -0.4, -1.0], [0.3, -0.8, 0.7], [-1.0, 1.8, 0.8], [-1.0, 0.1, 0.2], [-1.6, -0.4, 0.0], [0.8, 0.1, -1.4], [0.8, 0.1, -0.5], [-0.1, -0.4, 0.5], [0.0, 0.1, -0.3], [0.3, -0.3, -0.5], [0.4, 0.3, 0.3], [-0.9, -0.1, 0.3], [-0.4, 0.1, -0.6], [-0.1, 0.3, -0.4], [0.7, 0.9, -0.4], [0.1, -0.6, 0.2], [-0.2, 0.3, 0.3], [0.3, -0.3, -0.3], [-0.2, 0.0, 0.2], [-0.1, -0.5, 0.6], [-0.2, -0.1, 0.5]]}

***

Record 2
{"formula": "C26H55O5RuSb2SiTe", "method": "ωB97M-V/def2-TZVPD", "spin_multiplicity": 2, "s2": 0.858, "relative_energy_kj_mol": 0.0, "homo_lumo_gap_ev": [5.420, 4.932], "max_force_ev_per_a": 2.9, "lumo_ev": [-0.957, -1.084], "species": ["Ru", "O", "C", "O", "C", "C", "C", "C", "C", "O", "C", "C", "O", "O", "H", "H", "H", "H", "H", "H", "H", "H", "C", "C", "Sb", "C", "C", "C", "C", "H", "H", "H", "H", "H", "H", "H", "H", "H", "H", "H", "H", "H", "H", "H", "C", "Si", "C", "C", "C", "H", "H", "H", "H", "H", "H", "H", "H", "H", "H", "H", "C", "Te", "C", "H", "H", "H", "H", "H", "H", "C", "C", "Sb", "C", "C", "C", "C", "H", "H", "H", "H", "H", "H", "H", "H", "H", "H", "H", "H", "H", "H", "H"], "coordinates": [[0.046, 0.048, 0.214], [-1.563, 2.025, -2.747], [-1.423, 2.097, -1.499], [-0.304, 2.008, -0.913], [-2.686, 2.342, -0.685], [-2.388, 2.675, 0.784], [-3.623, 3.307, 1.436], [-4.555, 2.074, 1.582], [-3.673, 0.965, 0.998], [-2.349, 1.369, 1.392], [-3.603, 1.086, -0.546], [-3.104, -0.271, -1.064], [-3.941, -1.149, -1.227], [-1.826, -0.428, -1.226], [-3.216, 3.154, -1.182], [-1.450, 3.194, 0.945], [-3.371, 3.731, 2.407], [-4.050, 4.093, 0.814], [-4.790, 1.867, 2.625], [-5.490, 2.168, 1.030], [-3.896, -0.039, 1.351], [-4.589, 1.237, -0.976], [-1.842, -0.995, 5.396], [-1.995, -0.434, 3.984], [-0.179, -0.304, 2.827], [0.621, 1.554, 3.577], [0.200, 1.978, 4.983], [1.096, -1.727, 3.839], [1.715, -1.272, 5.161], [-2.820, -1.065, 5.880], [-1.213, -0.356, 6.016], [-1.407, -1.996, 5.387], [-2.404, 0.576, 3.991], [-2.672, -1.055, 3.395], [0.306, 2.292, 2.837], [1.706, 1.461, 3.496], [-0.886, 2.070, 5.064], [0.632, 2.949, 5.239], [0.534, 1.262, 5.736], [1.877, -1.950, 3.110], [0.510, -2.639, 3.976], [2.293, -0.355, 5.032], [2.393, -2.036, 5.549], [0.956, -1.090, 5.921], [4.962, 1.392, 0.475], [3.904, -0.115, 0.124], [4.126, -1.300, 1.565], [4.507, -0.957, -1.442], [2.153, 0.399, -0.121], [6.018, 1.119, 0.567], [4.652, 1.864, 1.412], [4.870, 2.139, -0.318], [5.181, -1.554, 1.717], [3.574, -2.230, 1.394], [3.752, -0.852, 2.492], [5.571, -1.202, -1.382], [4.359, -0.312, -2.315], [3.954, -1.887, -1.615], [1.974, 1.409, 0.269], [1.896, 0.386, -1.190], [1.174, -3.960, 0.239], [-0.240, -2.604, -0.632], [-1.727, -3.088, 0.803], [1.323, -3.733, 1.294], [2.121, -3.836, -0.286], [0.830, -4.987, 0.124], [-2.102, -4.092, 0.616], [-2.535, -2.369, 0.673], [-1.297, -3.017, 1.800], [1.674, 1.350, -5.636], [1.031, 1.722, -4.302], [-0.117, 0.165, -3.352], [-1.868, -0.219, -4.522], [-1.871, 0.513, -5.862], [1.112, -1.578, -3.937], [0.809, -2.055, -5.354], [2.282, 2.183, -5.998], [0.929, 1.133, -6.402], [2.334, 0.485, -5.542], [0.341, 2.560, -4.381], [1.788, 1.979, -3.559], [-2.684, 0.121, -3.890], [-1.954, -1.300, -4.638], [-1.716, 1.585, -5.722], [-2.836, 0.381, -6.359], [-1.099, 0.134, -6.535], [0.909, -2.359, -3.208], [2.149, -1.258, -3.817], [-0.226, -2.385, -5.454], [1.447, -2.908, -5.603], [0.989, -1.281, -6.100]], "forces_ev_per_angstrom": [[-0.1, -0.8, -2.8], [0.0, 0.4, 0.9], [-0.2, 0.2, -0.6], [0.2, 0.1, 0.9], [0.1, -0.1, 0.1], [-0.2, 0.1, -0.1], [0.0, -0.1, 0.0], [0.1, 0.0, -0.1], [-0.2, 0.1, -0.2], [0.1, -0.1, 0.2], [0.2, 0.0, 0.2], [0.2, -0.1, 0.1], [0.0, 0.0, 0.0], [-0.5, -0.2, 1.1], [0.0, 0.0, 0.0], [0.1, -0.1, 0.0], [0.0, 0.0, 0.0], [0.0, 0.0, 0.0], [0.0, 0.0, 0.0], [0.0, 0.0, 0.0], [0.1, 0.0, 0.0], [0.0, 0.0, 0.0], [0.0, 0.0, -0.1], [0.0, -0.2, -0.2], [0.5, 0.5, -0.1], [-0.1, -0.1, 0.1], [0.0, 0.0, -0.1], [-0.1, 0.0, -0.1], [-0.1, 0.0, -0.1], [0.0, 0.0, 0.0], [0.0, 0.0, 0.0], [0.0, 0.0, 0.0], [0.0, 0.0, -0.1], [-0.1, 0.1, 0.0], [0.0, 0.0, 0.0], [0.0, 0.0, 0.0], [0.0, 0.0, 0.0], [0.0, 0.0, 0.0], [0.0, 0.0, 0.0], [-0.1, -0.1, 0.0], [0.0, 0.0, 0.0], [0.0, 0.0, 0.0], [0.0, 0.0, 0.0], [0.0, 0.0, 0.0], [0.0, 0.1, 0.0], [0.2, -0.5, 0.2], [0.0, -0.1, 0.1], [0.0, 0.0, 0.0], [-1.9, -0.1, 0.3], [-0.1, 0.0, 0.0], [0.0, 0.0, 0.0], [0.0, 0.0, 0.0], [-0.1, 0.0, 0.0], [0.0, 0.0, 0.0], [0.1, 0.0, 0.0], [-0.1, 0.0, 0.0], [0.0, -0.1, 0.1], [0.0, 0.1, 0.0], [0.3, 0.3, -0.2], [0.4, 0.4, 0.0], [0.2, 0.2, 0.1], [0.1, 0.9, 0.8], [-0.1, 0.0, -0.1], [0.0, 0.0, 0.0], [0.0, 0.0, 0.0], [-0.1, 0.1, 0.0], [0.0, 0.0, 0.0], [0.0, 0.0, 0.0], [0.0, 0.0, 0.0], [0.1, 0.3, 0.1], [-0.2, -0.4, -0.2], [1.0, -0.8, 0.9], [0.3, 0.1, -0.1], [-0.2, -0.1, 0.1], [-0.4, 0.6, -0.6], [0.4, -0.4, 0.1], [0.0, 0.0, -0.1], [0.0, 0.0, 0.0], [0.0, 0.0, 0.0], [0.1, 0.0, 0.0], [0.0, 0.1, 0.0], [0.0, 0.0, 0.0], [0.0, 0.0, 0.0], [0.0, 0.0, 0.0], [0.0, 0.0, -0.1], [0.0, 0.0, 0.0], [0.1, -0.1, 0.0], [0.1, -0.1, 0.0], [0.0, 0.0, 0.0], [0.0, -0.1, -0.2], [0.0, 0.0, 0.0]]}